(1)
Entry from OMol25: a structure of composition C23H24N4O8S2Ti (ωB97M-V/def2-TZVPD).

Element x y z (Å)
Ti 0.688 -0.409 -0.251
O 2.548 -0.965 0.049
C 3.699 -0.328 -0.166
C 4.870 -1.067 -0.314
C 6.109 -0.459 -0.513
C 6.188 0.930 -0.555
C 5.043 1.684 -0.395
C 3.766 1.105 -0.189
C 2.657 1.954 0.022
N 1.404 1.538 0.216
N 0.484 2.478 0.560
C -0.692 1.921 0.654
O -0.866 0.634 0.430
C -1.857 2.705 1.073
C -1.790 4.092 1.262
C -2.907 4.804 1.654
C -4.123 4.157 1.866
C -4.198 2.782 1.675
C -3.082 2.062 1.281
H 4.778 -2.147 -0.275
H 6.997 -1.068 -0.638
H 7.142 1.423 -0.714
H 5.108 2.768 -0.420
H 2.838 3.027 0.063
H -0.843 4.588 1.092
H -2.835 5.878 1.793
H -4.998 4.719 2.172
H -5.138 2.263 1.828
H -3.137 0.993 1.116
N 0.460 -1.306 2.062
C 0.036 -2.591 2.624
C 1.029 -3.734 2.422
C 1.043 -4.361 1.021
N 2.261 -4.021 0.284
H 1.256 -0.917 2.558
H -0.304 -0.636 2.121
H -0.913 -2.845 2.148
H -0.164 -2.490 3.701
H 0.779 -4.505 3.158
H 2.042 -3.398 2.670
H 0.134 -4.056 0.493
H 1.002 -5.451 1.120
H 2.431 -3.016 0.337
H 2.115 -4.207 -0.703
O -0.155 -1.881 -3.612
S -0.168 -0.461 -3.372
O 0.004 0.384 -4.535
O 0.763 -0.025 -2.287
C -1.810 -0.036 -2.735
C -2.351 1.123 -3.284
C -3.597 1.592 -2.908
C -4.335 0.888 -1.968
C -3.803 -0.262 -1.412
C -2.546 -0.733 -1.773
S -2.025 -2.207 -0.871
O -2.697 -2.113 0.415
O -2.388 -3.356 -1.664
O -0.558 -2.047 -0.734
H -1.763 1.654 -4.018
H -3.980 2.508 -3.342
H -5.307 1.243 -1.646
H -4.346 -0.798 -0.645

* charge: -2
* Kohn-Sham gap (spin up / spin down): 0.151 / 0.245 Ha
* spin multiplicity: 3
* <S²>: 2.049
* HOMO energy (spin up / spin down): 0.544 / -2.026 eV

---

(2)
Entry from OMol25: a structure of composition C23H24N9O3Ti (ωB97M-V/def2-TZVPD).

Element x y z (Å)
Ti 0.720 0.779 0.176
N -2.534 -2.551 0.015
C -2.008 -1.332 -0.168
N -1.193 -0.746 0.645
C -0.830 -1.423 1.821
N -0.151 -0.810 2.730
N 0.105 0.473 2.330
C 0.137 1.399 3.194
C 0.267 2.742 2.647
C 0.329 3.874 3.439
C 0.399 5.115 2.823
C 0.412 5.175 1.443
C 0.359 3.991 0.718
N 0.269 2.797 1.297
C -1.243 -2.807 2.007
C -0.800 -3.590 3.073
C -1.246 -4.889 3.206
C -2.144 -5.422 2.282
C -2.592 -4.662 1.219
C -2.134 -3.357 1.086
H -3.194 -2.912 -0.655
H -2.293 -0.825 -1.082
H 0.041 1.221 4.261
H 0.329 3.781 4.517
H 0.451 6.019 3.416
H 0.480 6.117 0.918
H 0.424 3.993 -0.361
H -0.111 -3.155 3.783
H -0.904 -5.497 4.032
H -2.493 -6.439 2.395
H -3.288 -5.071 0.497
C 1.110 -3.457 -1.313
C 1.142 -1.967 -1.511
O 1.164 -1.214 -0.529
N 1.108 -1.518 -2.770
C 1.290 -0.116 -3.136
C 0.015 0.695 -3.140
C -0.411 1.312 -4.307
C -1.544 2.110 -4.283
C -2.227 2.260 -3.090
C -1.743 1.600 -1.973
N -0.652 0.833 -1.988
H 1.693 -3.705 -0.429
H 1.494 -4.001 -2.173
H 0.079 -3.767 -1.132
H 1.112 -2.201 -3.508
H 1.734 -0.091 -4.128
H 2.008 0.330 -2.446
H 0.151 1.180 -5.222
H -1.882 2.608 -5.181
H -3.110 2.879 -3.017
H -2.245 1.699 -1.015
N 2.558 0.541 0.981
N 3.652 1.398 -1.059
C 2.758 2.464 -1.054
O 3.103 3.624 -1.159
O 1.490 2.077 -1.057
H 3.006 1.068 1.721
H 3.062 -0.323 0.834
H 4.522 1.692 -0.621

* charge: +1
* Kohn-Sham gap (spin up / spin down): 0.260 / 0.271 Ha
* spin multiplicity: 3
* <S²>: 2.010
* HOMO energy (spin up / spin down): -10.218 / -10.587 eV

---

(3)
Entry from OMol25: a structure of composition C23H25BF6IrN5O8S4 (ωB97M-V/def2-TZVPD).

Element x y z (Å)
Ir 0.315 -0.265 0.311
F -1.624 1.360 4.149
C -2.336 2.025 3.249
F -3.369 1.287 2.868
F -2.757 3.166 3.759
S -1.250 2.374 1.799
O -0.945 0.945 1.444
O -0.134 3.131 2.255
N -2.262 3.122 0.881
S -2.292 2.984 -0.693
O -1.151 2.230 -1.166
O -2.630 4.204 -1.335
C -3.712 1.846 -0.975
F -3.758 1.529 -2.265
F -4.852 2.409 -0.616
F -3.535 0.728 -0.262
B 1.312 -2.292 2.694
N 1.857 -0.837 2.763
C 2.727 -0.306 3.623
C 3.053 0.979 3.213
C 2.317 1.178 2.057
N 1.612 0.073 1.799
N -0.235 -2.204 2.437
C -1.214 -2.888 3.011
C -2.399 -2.706 2.293
C -2.056 -1.877 1.251
N -0.742 -1.588 1.343
H 1.482 -2.816 3.757
H 1.814 -2.868 1.766
H 3.053 -0.879 4.474
H 3.707 1.678 3.701
H 2.229 2.047 1.427
H -1.014 -3.467 3.897
H -3.370 -3.109 2.518
H -2.653 -1.445 0.465
C -2.857 -7.144 -0.130
C -2.139 -5.882 -0.509
C -2.674 -5.011 -1.459
C -2.008 -3.855 -1.821
C -0.793 -3.570 -1.212
C -0.232 -4.412 -0.259
C -0.914 -5.566 0.079
S 0.017 -2.093 -1.651
O 1.128 -1.871 -0.603
O 0.498 -2.123 -2.987
O -0.885 -0.917 -1.328
H -3.850 -7.188 -0.573
H -2.958 -7.224 0.953
H -2.296 -8.017 -0.469
H -3.624 -5.245 -1.923
H -2.428 -3.186 -2.562
H 0.708 -4.162 0.215
H -0.488 -6.235 0.816
C 2.928 7.006 -2.203
C 2.597 5.543 -2.239
C 1.491 5.078 -2.942
C 1.164 3.730 -2.946
C 1.976 2.846 -2.254
C 3.090 3.279 -1.541
C 3.388 4.626 -1.538
S 1.510 1.154 -2.283
C 2.962 0.387 -2.969
O 1.682 0.709 -0.766
H 2.393 7.555 -2.975
H 3.997 7.169 -2.339
H 2.652 7.432 -1.236
H 0.862 5.777 -3.477
H 0.279 3.381 -3.462
H 3.702 2.578 -0.986
H 4.249 4.980 -0.985
H 3.833 0.645 -2.371
H 3.065 0.760 -3.988
H 2.783 -0.685 -2.973

* charge: +1
* Kohn-Sham gap (spin up / spin down): 0.308 / 0.216 Ha
* spin multiplicity: 2
* <S²>: 0.754
* HOMO energy (spin up / spin down): -12.358 / -12.334 eV

---

(4)
Entry from OMol25: a structure of composition C23H25BF6IrN5O8S4 (ωB97M-V/def2-TZVPD).

Element x y z (Å)
Ir -0.227 -0.185 -0.463
F -0.722 -4.119 -4.188
C 0.386 -3.689 -3.621
F 1.342 -3.569 -4.516
F 0.760 -4.516 -2.655
S 0.180 -2.027 -2.825
O 1.563 -1.694 -2.582
O -0.619 -2.140 -1.573
N -0.504 -1.114 -3.895
S -0.225 0.432 -3.729
O 0.181 0.787 -2.327
O -1.214 1.226 -4.359
C 1.306 0.870 -4.685
F 1.470 2.182 -4.567
F 2.393 0.258 -4.244
F 1.097 0.549 -5.949
B 0.343 0.565 2.890
N 0.286 1.621 1.741
C 0.312 2.925 1.969
C 0.522 3.607 0.773
C 0.607 2.625 -0.181
N 0.509 1.415 0.422
N -0.147 -0.838 2.390
C -0.245 -1.892 3.195
C -0.847 -2.942 2.514
C -1.095 -2.447 1.251
N -0.683 -1.165 1.200
H 1.479 0.435 3.270
H -0.404 0.963 3.741
H 0.216 3.294 2.977
H 0.600 4.670 0.627
H 0.721 2.695 -1.248
H 0.086 -1.818 4.218
H -1.094 -3.917 2.893
H -1.545 -2.911 0.392
C -4.696 6.251 -2.231
C -4.261 4.856 -1.884
C -3.666 4.036 -2.836
C -3.289 2.736 -2.530
C -3.518 2.261 -1.251
C -4.123 3.054 -0.278
C -4.481 4.346 -0.602
S -3.057 0.644 -0.780
O -4.161 0.018 -0.138
O -2.392 -0.081 -1.872
O -1.880 0.855 0.195
H -4.186 6.617 -3.120
H -4.502 6.941 -1.410
H -5.770 6.272 -2.429
H -3.500 4.412 -3.838
H -2.840 2.100 -3.277
H -4.315 2.657 0.710
H -4.950 4.973 0.147
C 4.030 -3.594 5.489
C 3.679 -3.211 4.080
C 3.732 -1.879 3.665
C 3.401 -1.518 2.373
C 3.006 -2.509 1.483
C 2.925 -3.840 1.872
C 3.275 -4.183 3.167
S 2.500 -2.120 -0.157
C 3.978 -1.376 -0.814
O 1.599 -0.864 0.107
H 4.527 -2.778 6.010
H 4.684 -4.465 5.505
H 3.129 -3.852 6.049
H 4.037 -1.114 4.369
H 3.419 -0.479 2.073
H 2.592 -4.596 1.172
H 3.226 -5.220 3.476
H 4.254 -0.533 -0.183
H 3.761 -1.062 -1.831
H 4.754 -2.141 -0.800

* charge: +1
* Kohn-Sham gap (spin up / spin down): 0.279 / 0.205 Ha
* spin multiplicity: 2
* <S²>: 0.754
* HOMO energy (spin up / spin down): -11.630 / -11.627 eV

---

(5)
Entry from OMol25: a structure of composition C23H25CdN5O6S4 (ωB97M-V/def2-TZVPD).

Element x y z (Å)
Cd -0.492 -0.379 0.209
C 0.385 -3.256 -0.944
C 1.847 -2.820 -0.952
S 2.022 -1.013 -1.046
C 3.118 -0.682 0.357
C 2.519 -0.919 1.735
S 1.333 0.385 2.176
C 0.810 -0.242 3.795
C -0.187 -1.381 3.766
S -0.527 -2.785 0.561
H 0.351 -4.345 -1.000
H -0.128 -2.875 -1.827
H 2.362 -3.246 -1.815
H 2.345 -3.172 -0.048
H 3.421 0.359 0.240
H 4.010 -1.299 0.241
H 3.313 -0.907 2.484
H 2.005 -1.883 1.770
H 0.372 0.612 4.311
H 1.701 -0.545 4.347
H -0.428 -1.678 4.792
H 0.191 -2.245 3.213
N -5.092 6.163 -1.938
C -4.348 4.991 -1.965
C -4.009 4.342 -0.774
C -3.313 3.149 -0.799
C -2.948 2.593 -2.018
C -3.265 3.230 -3.207
C -3.969 4.419 -3.181
S -2.063 1.076 -2.056
O -1.774 0.759 -3.426
O -2.805 0.095 -1.277
N -0.726 1.280 -1.156
C 0.252 2.176 -1.478
N 0.049 3.060 -2.463
C 1.025 3.923 -2.699
C 2.209 3.940 -1.980
C 2.317 2.983 -0.986
N 1.366 2.099 -0.723
H -5.047 6.691 -1.082
H -5.028 6.742 -2.759
H -4.296 4.781 0.174
H -3.036 2.654 0.124
H -2.948 2.789 -4.142
H -4.226 4.916 -4.109
H 0.848 4.633 -3.501
H 2.996 4.651 -2.181
H 3.210 2.921 -0.370
O -2.452 0.989 1.582
C -3.408 0.244 1.561
C -3.457 -1.109 2.149
C -4.587 -1.871 1.897
C -4.672 -3.152 2.401
C -3.655 -3.697 3.164
C -2.525 -2.948 3.431
C -2.416 -1.654 2.925
O -1.347 -0.869 3.121
N -5.870 -3.955 2.125
O -6.752 -3.442 1.469
O -5.905 -5.084 2.573
H -4.349 0.557 1.076
H -5.393 -1.474 1.294
H -3.754 -4.706 3.536
H -1.723 -3.383 4.008

* charge: 0
* Kohn-Sham gap: 0.279 Ha
* HOMO energy: -8.033 eV

---

(6)
Entry from OMol25: an isolated molecule of C23H25FN4O (ωB97M-V/def2-TZVPD).

Element x y z (Å)
C 0.599 5.695 -4.261
C 0.317 5.570 -2.762
C 0.456 4.140 -2.325
N -0.460 3.324 -2.784
C -0.385 2.016 -2.472
C -1.348 1.111 -2.960
C -1.258 -0.214 -2.638
C -0.211 -0.690 -1.821
C -0.108 -2.163 -1.551
O 0.596 -2.889 -2.228
N -0.874 -2.627 -0.537
C -1.608 -1.814 0.400
C -0.964 -1.892 1.792
N -0.896 -3.279 2.190
C -1.013 -3.674 3.512
C -1.389 -4.990 3.811
C -1.563 -5.423 5.109
C -1.385 -4.554 6.172
C -1.017 -3.246 5.914
C -0.828 -2.829 4.613
F -0.421 -1.542 4.436
C -0.123 -4.073 1.258
C -0.772 -4.010 -0.126
C 0.745 0.168 -1.340
C 0.670 1.539 -1.651
N 1.586 2.397 -1.160
C 1.502 3.664 -1.477
C 2.566 4.547 -0.894
C 3.659 4.853 -1.920
H -0.086 5.060 -4.816
H 0.467 6.725 -4.584
H 1.616 5.386 -4.491
H 0.985 6.221 -2.200
H -0.713 5.881 -2.576
H -2.139 1.492 -3.588
H -1.986 -0.919 -3.011
H -1.633 -0.779 0.060
H -2.634 -2.196 0.461
H -1.587 -1.334 2.490
H 0.034 -1.427 1.756
H -1.563 -5.678 2.998
H -1.854 -6.447 5.291
H -1.527 -4.887 7.188
H -0.853 -2.538 6.712
H -0.061 -5.104 1.600
H 0.900 -3.672 1.181
H -0.166 -4.537 -0.864
H -1.776 -4.447 -0.089
H 1.562 -0.180 -0.728
H 3.008 4.011 -0.054
H 2.130 5.476 -0.523
H 3.261 5.408 -2.766
H 4.446 5.445 -1.459
H 4.093 3.926 -2.288

* charge: 0
* Kohn-Sham gap: 0.291 Ha
* HOMO energy: -8.027 eV
* SMILES string: CCc1nc2ccc(C(=O)N3CCN(c4ccccc4F)CC3)cc2nc1CC

---

(7)
Entry from OMol25: an isolated molecule of C23H25FN4OS (ωB97M-V/def2-TZVPD).

Element x y z (Å)
C -0.392 -0.683 2.895
C -1.227 0.039 1.761
N -0.632 0.946 1.035
C -0.962 2.116 1.001
O -1.971 2.644 1.853
C -0.154 3.035 0.531
C -0.589 4.204 -0.556
C 0.265 4.994 -1.245
C 1.714 4.659 -1.041
N 2.107 3.958 -0.231
C 1.213 3.108 0.331
C -1.836 -1.028 0.760
C -3.143 -0.594 0.152
C -4.323 -1.320 -0.275
C -5.324 -0.497 -0.807
C -4.740 0.741 -1.271
S -3.214 0.966 -0.553
N -0.800 -1.504 -0.008
C -0.847 -1.284 -1.252
C 0.509 -1.764 -2.034
N 1.417 -2.284 -1.098
C 2.497 -1.402 -0.511
C 3.521 -1.972 0.479
C 4.617 -1.229 0.476
C 4.713 0.316 0.380
C 3.626 0.625 -0.397
C 2.564 -0.201 -0.834
F 1.509 0.546 -1.469
C 0.877 -3.448 -0.093
C -0.430 -3.152 0.102
H 0.533 -1.183 2.292
H -0.903 -1.499 3.516
H 0.076 0.017 3.583
H -2.260 0.387 2.378
H 0.134 0.516 0.559
H -1.706 4.307 -0.361
H -0.043 5.750 -1.915
H 2.430 5.369 -1.544
H 1.790 2.085 0.966
H -2.131 -1.886 1.359
H -4.457 -2.486 0.201
H -6.094 -0.942 -1.243
H -5.222 1.553 -2.152
H -1.618 -1.608 -1.870
H -0.690 -0.116 -1.458
H 0.827 -1.131 -2.651
H 0.256 -2.742 -2.571
H 3.489 -3.005 0.447
H 5.258 -1.581 1.314
H 5.588 0.630 0.835
H 3.530 1.813 -0.413
H 1.339 -3.218 0.767
H 1.122 -4.197 -0.685
H -1.095 -3.763 -0.582
H -0.718 -3.600 1.146

* charge: 0
* Kohn-Sham gap: 0.303 Ha
* HOMO energy: -7.999 eV
* SMILES string: C[C@@H](NC(=O)c1cccnc1)[C@@H](c1cccs1)N1CCN(c2ccccc2F)CC1

---

(8)
Entry from OMol25: a structure of composition C23H25N4PPdSe (ωB97M-V/def2-TZVPD).

Element x y z (Å)
Pd 0.372 -1.229 0.134
N -3.537 6.929 -5.270
C -3.057 6.085 -4.653
C -2.451 5.026 -3.875
C -1.066 4.941 -3.784
C -0.490 3.924 -3.041
C -1.279 2.988 -2.376
C -2.666 3.089 -2.471
C -3.253 4.096 -3.219
C -0.653 1.892 -1.575
C 0.193 1.045 -2.277
C 0.366 0.995 -3.709
C 1.276 0.002 -3.946
C 1.642 -0.515 -2.660
N 1.006 0.085 -1.677
C -1.006 1.861 -0.215
C -1.639 2.926 0.507
C -1.763 2.484 1.806
C -1.215 1.169 1.818
N -0.760 0.799 0.635
H -0.449 5.671 -4.293
H 0.586 3.842 -2.965
H -3.274 2.362 -1.950
H -4.330 4.166 -3.298
H -0.160 1.588 -4.441
H 1.637 -0.343 -4.904
H 2.342 -1.310 -2.446
H -1.917 3.893 0.115
H -2.194 3.013 2.644
H -1.175 0.480 2.652
Se -1.477 -2.590 -1.190
C -1.664 -4.290 -0.521
N -1.786 -5.369 -0.102
C 3.260 -1.349 4.087
C 2.667 -0.946 2.735
P 1.437 -2.070 1.894
C 0.321 -2.388 3.358
C -1.038 -2.958 2.957
C 2.419 -3.644 1.934
C 1.659 -4.802 1.286
H 3.933 -0.577 4.478
H 3.835 -2.275 4.015
H 2.479 -1.509 4.832
H 3.460 -0.788 1.999
H 2.146 0.012 2.813
H 0.183 -1.418 3.852
H 0.817 -3.046 4.084
H -1.486 -2.348 2.171
H -1.717 -3.005 3.815
H -0.945 -3.963 2.540
H 2.706 -3.894 2.962
H 3.340 -3.437 1.378
H 0.890 -5.196 1.952
H 2.324 -5.631 1.024
H 1.147 -4.474 0.379

* charge: -2
* Kohn-Sham gap: 0.160 Ha
* HOMO energy: -0.027 eV

---

The evaluated energy relative to the best compared isomer or geometry (same formula, charge and spin) for the records listed, in turn: 0.00, 31.70, 22.64, 57.56, 6.27, 7.23, 411.77, 6.30 kcal/mol.
The evaluated maximum force for the records listed, in turn: 0.87, 1.06, 1.49, 1.00, 0.12, 0.71, 16.49, 0.94 eV/A.
The evaluated calculated total energy for the records listed, in turn: -3357.88395, -2458.76865, -4088.03364, -4087.97797, -3377.12736, -1285.60141, -1683.11330, -3981.15335 a.u..